{
  "formula": "F24InNO3P4",
  "method": "ωB97M-V/def2-TZVPD",
  "species": ["In", "N", "O", "O", "O", "P", "F", "F", "F", "F", "F", "F", "P", "F", "F", "F", "F", "F", "F", "P", "F", "F", "F", "F", "F", "F", "P", "F", "F", "F", "F", "F", "F"],
  "positions_angstrom": [[-0.641, -0.917, 0.372], [2.382, -3.150, 2.192], [1.353, -2.592, 1.814], [2.439, -4.301, 2.548], [3.502, -2.633, 2.191], [-2.284, -1.069, -3.776], [-1.793, -0.616, -2.288], [-0.766, -1.215, -4.429], [-2.342, -2.647, -3.417], [-2.833, -1.485, -5.307], [-3.810, -0.836, -3.218], [-2.270, 0.497, -4.090], [-1.094, 3.131, -0.005], [-1.867, 1.799, 0.617], [-1.109, 2.543, -1.549], [-2.543, 3.973, -0.206], [-0.276, 4.471, -0.502], [-0.935, 3.654, 1.569], [0.220, 2.109, 0.247], [-0.368, -0.120, 4.014], [0.394, -1.264, 4.953], [0.316, 1.104, 4.757], [0.762, 0.032, 2.866], [-1.429, 0.816, 3.106], [-1.051, -1.309, 3.201], [-1.607, 0.005, 5.096], [2.548, 0.016, -1.579], [2.781, -0.137, -3.177], [2.975, 1.558, -1.577], [1.043, 0.592, -1.733], [2.160, -0.033, 0.033], [2.083, -1.543, -1.461], [4.059, -0.433, -1.264]],
  "lumo_energy_ha": [-0.2543, -0.2070],
  "gap_ev": [2.7, 4.0],
  "total_charge": -1,
  "spin_multiplicity": 2,
  "de_lowest_kcal_mol": 29.39,
  "homo_ev": [-9.7, -9.6]
}